49
Properties=species:S:1:pos:R:3:forces:R:3 method="wB97M-V/def2-TZVPD" charge=-2 homo_energy_ev=-1.6 energy_ev=-56571.262 relative_energy_kcal_mol=3.3
Au -1.031056 -1.110831 -0.560510 -0.268 -0.013 0.500
S -2.070623 -0.379726 1.440425 0.113 -0.272 -0.285
C -3.198148 -1.558100 2.090806 -0.034 0.207 0.231
S -3.422459 -3.122168 1.529084 0.115 0.042 -0.114
C -3.934878 -1.046786 3.200499 -0.032 -0.077 -0.029
C -3.796189 0.284787 3.658964 0.145 0.003 0.020
N -3.689087 1.373367 4.046274 -0.063 -0.013 0.017
C -4.884497 -1.828145 3.907519 -0.111 0.014 -0.059
N -5.689142 -2.398556 4.513231 0.061 -0.011 0.040
C -4.786185 2.503312 0.992020 0.090 -0.115 -0.054
N -3.519109 2.594661 0.280913 -0.207 0.133 -0.368
C -2.352960 2.648084 0.936558 -0.011 -0.043 0.512
C -1.170118 2.664878 0.281294 0.045 -0.063 -0.194
C -1.252980 2.408036 -1.112017 -0.056 -0.210 -0.281
N -2.381194 2.377588 -1.790723 -0.102 0.321 0.237
C -3.560442 2.598337 -1.135449 0.209 -0.032 0.129
O -4.639745 2.772413 -1.682258 -0.022 -0.071 -0.075
N -0.106922 2.154733 -1.822612 0.153 0.130 0.034
H -4.583189 2.478032 2.059766 -0.035 0.038 -0.012
H -5.279442 1.573777 0.708011 -0.044 0.034 0.011
H -5.426995 3.339367 0.716833 -0.010 0.008 0.029
H -2.423245 2.633001 2.018839 0.014 0.047 -0.058
H -0.233556 2.661037 0.815816 0.019 -0.018 -0.011
H 0.633130 1.701159 -1.309133 0.050 -0.097 0.050
H -0.292695 1.671240 -2.686393 -0.078 -0.018 -0.107
C 2.565965 0.009192 0.627200 -0.041 0.091 0.075
C 3.124164 -0.411288 -0.728657 -0.112 -0.063 -0.032
C 4.304894 0.464019 -1.102862 0.074 0.027 0.031
O 2.092963 -0.245400 -1.709765 0.070 0.095 0.141
B 1.345789 -1.449070 -1.729181 -0.158 0.041 -0.224
O 2.092975 -2.460365 -1.104753 0.110 -0.080 0.017
C 3.385496 -1.943934 -0.801584 -0.013 0.030 -0.058
C 3.877118 -2.575166 0.487037 0.052 0.015 0.058
C 4.315423 -2.308905 -1.958862 0.000 -0.034 0.002
H 2.292370 1.066131 0.591793 -0.019 0.003 -0.046
H 3.301607 -0.114336 1.424371 0.020 -0.007 0.001
H 1.665316 -0.553615 0.880927 0.022 -0.036 -0.026
H 4.008695 1.512960 -1.046524 -0.003 -0.007 0.007
H 4.648707 0.263768 -2.115980 -0.014 -0.012 -0.018
H 5.135621 0.306072 -0.409010 0.002 0.005 -0.011
H 3.141079 -2.459966 1.279798 -0.013 -0.001 0.001
H 4.820739 -2.123167 0.806743 -0.002 -0.006 0.007
H 4.042999 -3.642864 0.331986 -0.008 0.009 -0.016
H 3.971957 -1.836061 -2.880026 0.010 -0.009 -0.006
H 4.286851 -3.390797 -2.097090 -0.007 0.003 0.000
H 5.348571 -2.007798 -1.768314 -0.010 0.002 0.015
C -0.022804 -1.606549 -2.344085 -0.008 0.038 -0.122
H -0.333688 -2.610014 -2.632074 0.058 -0.034 0.018
H -0.321070 -0.876329 -3.098855 0.048 0.004 0.024